{
  "formula": "C64H141B3F12N7O3",
  "method": "wB97M-V/def2-TZVPD",
  "elements": ["C", "C", "C", "N", "C", "C", "C", "C", "C", "C", "H", "H", "H", "H", "H", "H", "H", "H", "H", "H", "H", "H", "H", "H", "H", "H", "H", "H", "H", "H", "C", "C", "C", "N", "C", "C", "C", "C", "C", "C", "H", "H", "H", "H", "H", "H", "H", "H", "H", "H", "H", "H", "H", "H", "H", "H", "H", "H", "H", "H", "C", "C", "C", "N", "C", "C", "C", "C", "C", "C", "H", "H", "H", "H", "H", "H", "H", "H", "H", "H", "H", "H", "H", "H", "H", "H", "H", "H", "H", "H", "C", "C", "C", "N", "C", "C", "C", "C", "C", "C", "H", "H", "H", "H", "H", "H", "H", "H", "H", "H", "H", "H", "H", "H", "H", "H", "H", "H", "H", "H", "C", "C", "C", "N", "C", "C", "C", "C", "C", "C", "H", "H", "H", "H", "H", "H", "H", "H", "H", "H", "H", "H", "H", "H", "H", "H", "H", "H", "H", "H", "C", "C", "C", "N", "C", "C", "C", "C", "C", "C", "H", "H", "H", "H", "H", "H", "H", "H", "H", "H", "H", "H", "H", "H", "H", "H", "H", "H", "H", "H", "C", "C", "C", "N", "C", "C", "C", "C", "C", "C", "H", "H", "H", "H", "H", "H", "H", "H", "H", "H", "H", "H", "H", "H", "H", "H", "H", "H", "H", "H", "B", "F", "F", "F", "F", "B", "F", "F", "F", "F", "B", "F", "F", "F", "F", "O", "C", "O", "O", "H"],
  "positions_angstrom": [[1.9216, 0.4259, -2.7442], [1.3501, 0.5335, -1.3478], [1.3702, -0.7592, -0.5006], [0.7224, -0.6495, 0.9483], [1.3060, 0.4353, 1.9102], [0.8104, 0.4543, 3.3405], [0.9691, -1.0331, 3.8820], [0.3194, -2.0853, 3.0174], [0.8788, -2.0629, 1.5910], [-0.7677, -0.3651, 0.7897], [1.6817, 1.1886, -3.4851], [1.5413, -0.4776, -3.2207], [3.0113, 0.4021, -2.7312], [0.3018, 0.8072, -1.4670], [1.8554, 1.3548, -0.8397], [2.4282, -0.9858, -0.3682], [0.7854, -1.6051, -0.8617], [2.3934, 0.3980, 1.8460], [0.9401, 1.3380, 1.4208], [1.3270, 1.1741, 3.9755], [-0.2345, 0.7625, 3.3767], [2.0489, -1.1083, 4.0101], [0.5090, -1.0323, 4.8701], [0.5305, -3.0127, 3.5499], [-0.7549, -1.9279, 3.1126], [1.9624, -2.1590, 1.5231], [0.2459, -2.7969, 1.0923], [-0.8745, 0.6117, 0.3181], [-1.2614, -0.3755, 1.7614], [-1.2123, -1.1365, 0.1609], [5.5509, -7.6464, -1.2885], [5.5430, -6.6069, -2.4612], [6.3201, -7.1064, -3.6690], [6.3220, -6.0019, -4.7680], [7.0211, -4.6393, -4.3745], [7.2944, -3.6619, -5.5884], [7.8961, -4.3299, -6.8281], [7.1484, -5.6340, -7.1942], [6.9358, -6.6091, -6.0115], [4.8677, -5.5937, -5.2335], [6.5992, -7.8717, -1.0925], [5.1075, -8.6052, -1.5571], [4.9258, -7.4156, -0.4259], [6.0171, -5.7530, -1.9774], [4.5271, -6.2861, -2.6916], [6.0426, -8.0987, -4.0246], [7.3909, -7.0041, -3.4928], [7.9259, -4.8314, -3.7978], [6.3229, -4.1526, -3.6935], [7.9799, -2.8806, -5.2603], [6.4164, -3.1819, -6.0207], [8.9724, -4.5016, -6.8179], [7.6095, -3.6286, -7.6118], [7.7144, -6.1931, -7.9393], [6.2115, -5.4307, -7.7128], [7.9199, -7.0584, -5.8779], [6.2250, -7.3696, -6.3348], [4.3865, -4.9823, -4.4702], [4.2473, -6.4622, -5.4547], [4.9566, -4.8343, -6.0103], [5.5440, 4.1119, 5.2550], [6.5754, 3.6822, 6.3207], [6.2341, 2.3205, 7.0266], [7.3103, 1.6517, 7.9815], [7.3680, 2.3634, 9.3624], [6.0875, 2.1452, 10.2430], [5.7960, 0.6372, 10.5392], [5.6356, 0.0208, 9.1215], [6.8540, 0.1269, 8.1669], [8.6805, 1.5608, 7.3371], [5.4527, 3.4026, 4.4325], [6.0263, 4.9680, 4.7831], [4.5696, 4.3490, 5.6822], [6.7592, 4.3787, 7.1388], [7.5283, 3.5529, 5.8074], [6.1035, 1.5438, 6.2730], [5.3114, 2.3867, 7.6031], [7.5837, 3.4149, 9.1727], [8.2450, 2.0431, 9.9248], [5.2579, 2.6485, 9.7463], [6.2299, 2.7595, 11.1321], [4.9203, 0.5733, 11.1851], [6.6959, 0.1445, 10.9076], [4.6663, 0.3046, 8.7116], [5.6186, -1.0442, 9.3529], [6.8173, -0.3635, 7.1941], [7.6678, -0.3679, 8.6970], [9.0626, 2.5743, 7.4595], [8.5875, 1.2344, 6.3013], [9.3580, 0.8804, 7.8531], [-7.1696, -2.6006, 14.5432], [-6.3090, -3.5944, 13.7784], [-6.4734, -3.5797, 12.2217], [-5.7683, -4.6987, 11.3757], [-5.8700, -4.3546, 9.8952], [-5.2569, -5.3789, 9.0040], [-5.9670, -6.6952, 9.1711], [-6.1861, -7.1855, 10.7385], [-6.5584, -6.0370, 11.6612], [-4.2759, -4.9299, 11.8126], [-8.2474, -2.5883, 14.3812], [-6.7396, -1.5994, 14.5744], [-7.0413, -2.8235, 15.6024], [-6.5047, -4.5833, 14.1928], [-5.2634, -3.3684, 13.9874], [-6.0836, -2.6890, 11.7291], [-7.5285, -3.6627, 11.9613], [-6.9214, -4.2142, 9.6443], [-5.2896, -3.4515, 9.7064], [-5.2900, -5.1181, 7.9461], [-4.1817, -5.4946, 9.1405], [-6.9510, -6.5886, 8.7145], [-5.3511, -7.4656, 8.7072], [-6.8887, -8.0184, 10.7075], [-5.2867, -7.6340, 11.1603], [-7.6196, -5.7956, 11.6000], [-6.4877, -6.2320, 12.7313], [-4.2823, -4.9203, 12.9025], [-3.5974, -4.1494, 11.4681], [-3.8869, -5.8943, 11.4860], [-6.4300, 2.7012, -4.8504], [-5.0977, 3.4932, -4.8236], [-5.1485, 4.5037, -6.0128], [-3.7818, 5.2824, -6.3215], [-3.0677, 5.7795, -5.0202], [-1.8118, 6.5832, -5.3677], [-2.2482, 7.7410, -6.2738], [-2.8988, 7.2659, -7.5685], [-4.1522, 6.4443, -7.2940], [-2.9332, 4.2065, -7.0183], [-7.3303, 3.2996, -4.9896], [-6.5496, 1.9689, -4.0519], [-6.4724, 1.9823, -5.6687], [-4.2490, 2.8101, -4.8579], [-5.0338, 4.0938, -3.9162], [-5.7059, 5.4152, -5.7969], [-5.6065, 3.9371, -6.8235], [-3.7946, 6.3564, -4.4486], [-2.8513, 4.8556, -4.4839], [-1.4421, 6.9058, -4.3944], [-1.0167, 6.0167, -5.8525], [-2.9512, 8.3238, -5.6785], [-1.3901, 8.3751, -6.4966], [-3.3489, 8.1496, -8.0208], [-2.2008, 6.8692, -8.3058], [-4.8595, 6.9578, -6.6427], [-4.6661, 6.1016, -8.1921], [-2.7576, 3.5080, -6.2002], [-1.9998, 4.5704, -7.4477], [-3.5610, 3.7913, -7.8067], [-6.7227, 5.5221, 8.6968], [-6.3297, 5.6793, 7.2879], [-7.4842, 5.3591, 6.3418], [-7.1364, 5.4593, 4.8412], [-8.3919, 4.8283, 4.1464], [-8.4342, 5.1420, 2.6108], [-8.2845, 6.6068, 2.2275], [-6.9561, 7.0521, 2.8566], [-6.9939, 6.9358, 4.3458], [-5.9652, 4.5660, 4.2960], [-7.1321, 4.5261, 8.8656], [-7.4406, 6.2560, 9.0630], [-5.8373, 5.6392, 9.3217], [-5.5171, 4.9644, 7.1584], [-5.9365, 6.6864, 7.1490], [-8.3410, 6.0275, 6.4265], [-7.7499, 4.3216, 6.5442], [-9.2712, 5.1903, 4.6792], [-8.3295, 3.7730, 4.4120], [-9.4403, 4.8847, 2.2797], [-7.8855, 4.4800, 1.9408], [-9.0356, 7.2140, 2.7327], [-8.4276, 6.8909, 1.1850], [-6.8614, 8.1262, 2.6970], [-6.1605, 6.5948, 2.2684], [-7.8530, 7.5455, 4.6256], [-6.0292, 7.3190, 4.6782], [-5.0206, 4.9286, 4.7015], [-6.0634, 4.5290, 3.2111], [-6.1744, 3.5963, 4.7478], [4.1181, -0.0923, -13.3146], [4.2419, 0.6665, -14.6246], [5.3267, -0.0468, -15.5245], [5.4300, 0.5199, -16.9376], [6.7631, -0.0339, -17.5524], [6.9342, 0.2707, -19.1035], [5.6738, -0.1325, -19.8391], [4.3780, 0.4626, -19.2001], [4.1559, 0.1122, -17.7590], [5.3269, 2.0757, -16.8534], [5.1115, -0.1667, -12.8723], [3.7452, -1.1126, -13.4056], [3.3379, 0.3488, -12.6943], [4.6160, 1.6647, -14.3973], [3.2956, 0.8739, -15.1242], [5.0426, -1.0887, -15.6721], [6.3616, -0.0383, -15.1825], [6.7395, -1.1086, -17.3721], [7.6071, 0.3651, -16.9897], [7.8126, -0.1648, -19.5798], [6.9913, 1.3407, -19.3032], [5.5199, -1.2105, -19.7896], [5.8204, 0.2328, -20.8555], [3.5503, -0.0302, -19.7101], [4.2133, 1.5288, -19.3556], [4.0138, -0.9680, -17.7910], [3.2696, 0.5609, -17.3103], [4.3319, 2.5019, -16.7256], [5.8208, 2.4387, -17.7547], [5.9373, 2.4571, -16.0349], [-8.4596, -1.9483, 2.5991], [-8.2420, -1.3863, 3.7947], [-7.5782, -1.3946, 1.6597], [-8.3487, -3.2704, 2.6945], [-9.6917, -1.6257, 2.2162], [-1.5051, 1.2677, 10.7662], [-0.5732, 0.3013, 10.9881], [-0.9636, 2.2680, 10.0225], [-2.6880, 0.7389, 10.2841], [-1.7407, 1.7264, 11.9768], [1.1165, -9.1269, 6.8152], [2.1883, -9.8738, 7.2064], [1.3500, -7.8982, 7.3102], [1.1010, -9.1288, 5.4330], [-0.0232, -9.7150, 7.3679], [-4.1312, -4.0024, -7.1207], [-3.0048, -3.3617, -6.7646], [-2.1405, -3.8607, -5.9650], [-2.8989, -2.2203, -7.2574], [-4.4636, -3.2504, -7.6163]],
  "forces_ev_per_a": [[0.550, -1.105, -0.646], [-1.443, 0.370, 0.303], [0.163, 1.042, 1.187], [-0.865, -0.513, 0.523], [-0.287, 0.824, -1.563], [-0.757, -2.422, -0.088], [-0.067, 2.651, 0.746], [1.087, 0.816, 0.823], [-0.828, 1.056, 0.631], [0.584, -0.009, -0.141], [-0.388, 0.481, 0.659], [0.221, -0.250, -0.022], [0.076, -0.287, 0.051], [-0.072, 0.272, 0.078], [-0.061, -0.109, 0.342], [-0.133, -0.596, 0.334], [0.371, 0.168, -0.639], [-0.021, -0.224, -0.091], [0.510, 0.243, -0.100], [0.379, -0.115, -0.329], [-0.110, -0.068, -0.062], [0.080, -0.731, 0.003], [0.191, -0.258, 0.095], [-0.042, -0.423, -0.651], [-0.086, -0.260, -0.574], [-0.177, -0.893, 0.232], [0.672, 0.136, -0.954], [-0.078, -0.125, 0.111], [0.201, 0.047, -0.191], [0.084, 0.039, -0.003], [-0.249, -0.732, -1.284], [-0.336, -0.661, 1.686], [0.805, 2.743, 0.369], [-1.657, 0.862, -1.798], [-0.711, 0.041, -0.587], [0.341, -1.383, 0.129], [-0.877, -0.571, -0.397], [-0.084, -0.022, 0.336], [0.163, 0.543, -1.253], [0.915, 0.748, 1.053], [-0.133, 0.137, 0.702], [0.045, -0.109, -0.579], [0.599, 0.756, 0.089], [0.233, 0.322, -0.545], [-0.036, -0.315, -0.205], [-0.131, 0.364, -0.415], [0.094, -1.112, 0.642], [0.077, -0.385, -0.316], [0.028, -0.152, 0.009], [-0.197, 0.000, 0.309], [-0.413, 0.039, 0.917], [-0.046, 0.165, 0.204], [0.809, -0.031, -0.337], [0.164, -0.033, 0.081], [-0.144, 0.210, 0.244], [-0.172, -0.103, 0.997], [0.217, -0.186, 0.142], [0.130, -0.553, 0.511], [0.364, 0.077, -0.213], [0.122, -0.811, -0.487], [0.862, 0.156, 0.561], [0.386, -1.773, 0.854], [0.733, -0.258, -0.258], [-0.649, -1.476, -0.086], [-0.559, -0.434, 0.108], [0.905, 0.162, -0.306], [1.204, 1.945, -2.281], [-0.387, -1.197, 0.348], [-0.164, 1.758, 1.886], [-0.594, 1.165, 0.526], [-0.102, -0.381, 0.305], [-0.552, 0.384, 0.074], [0.088, 0.113, -0.180], [-0.323, 0.565, -0.365], [0.107, 0.032, 0.014], [-0.127, 0.064, -0.083], [0.184, 0.002, 0.051], [-0.398, 0.072, -0.253], [0.080, -0.620, -0.327], [-0.319, -0.346, -0.053], [0.230, -0.191, 0.188], [0.168, -0.497, -0.213], [-0.154, 0.214, 0.836], [0.158, -0.031, -0.345], [-0.493, -0.308, -0.521], [-0.526, 0.403, -0.041], [0.295, 0.311, 0.015], [0.409, -0.112, -0.614], [-0.090, 0.273, 0.057], [-0.433, -0.026, 0.280], [0.459, 0.483, 1.024], [0.453, -0.257, -1.164], [0.390, -0.275, -0.336], [0.204, -1.506, 1.031], [0.652, 0.771, 0.076], [0.470, -1.155, -0.034], [-0.012, -1.162, 2.087], [1.191, 0.874, -1.657], [-0.641, 0.795, -0.164], [-1.062, 0.273, 0.306], [0.172, -0.043, -0.453], [-0.290, 0.222, -0.854], [-0.183, -0.500, 0.118], [-0.033, -0.166, -0.276], [-0.012, 0.004, 0.179], [-0.053, 0.323, 0.533], [0.034, -0.051, -0.095], [-0.025, 0.126, 0.237], [-0.413, 0.448, 0.545], [-0.468, 0.494, 0.072], [0.091, 0.102, 0.512], [-0.018, -0.434, -0.069], [-0.528, -0.174, -0.216], [-0.394, 0.433, 0.287], [0.316, -0.024, -0.458], [-0.018, 0.387, -0.624], [0.745, -0.209, -0.095], [-0.017, -0.056, -0.154], [-0.453, 0.190, -0.216], [-0.450, 0.118, -0.216], [0.244, -0.879, -0.486], [-1.014, 0.946, -0.275], [1.093, 0.852, 1.602], [-0.485, -2.024, -1.625], [-0.256, -1.079, -1.588], [-0.889, 0.064, -0.071], [0.690, -0.219, 0.479], [-1.214, 1.045, 0.205], [1.232, -0.923, 1.775], [-0.472, 0.762, 0.741], [0.149, 0.255, 0.455], [0.054, 0.671, 0.634], [0.404, 0.269, -0.612], [-0.042, 0.026, -0.172], [0.065, -0.267, 0.238], [-0.925, -0.673, 0.361], [0.735, 0.631, -0.775], [0.008, 0.120, -0.143], [0.010, 0.137, 0.088], [0.233, 0.317, -0.141], [-0.166, -0.357, 0.126], [-0.153, 0.296, -0.244], [-0.083, 0.071, -0.018], [0.350, 0.247, -0.371], [-0.104, -0.361, 0.192], [-0.013, 0.672, -0.485], [0.146, -0.445, 0.221], [0.264, -0.353, -0.593], [-0.158, 0.199, 0.263], [0.200, -0.139, 0.146], [-0.456, -0.113, 1.714], [0.257, 0.409, -1.252], [1.490, 0.153, -0.574], [-0.873, -0.212, -1.456], [0.957, 0.751, -0.687], [-1.931, -0.520, -0.334], [0.609, 0.476, 1.641], [-0.801, 0.792, -1.997], [0.960, -1.466, -0.072], [-1.251, 0.752, 1.771], [-0.005, -0.029, 0.213], [-0.153, 0.019, -0.194], [-0.063, -0.159, 0.092], [0.107, 0.033, -0.536], [0.048, 0.050, -0.307], [0.047, -0.112, 0.356], [-0.373, 0.024, -0.281], [0.045, 0.402, -0.274], [-0.004, -0.065, -0.503], [-0.334, -0.314, 0.384], [0.732, -0.024, 0.520], [-0.435, -0.170, 0.167], [0.428, -0.637, -0.125], [0.249, 0.161, -0.098], [0.442, -0.174, 0.643], [0.116, -0.328, 0.809], [-0.321, -0.030, 0.777], [-0.064, 0.157, -0.389], [0.302, 0.081, 0.357], [0.175, -0.104, -0.263], [-0.576, -0.457, -0.211], [1.583, -0.037, -0.385], [-1.180, 0.241, -0.651], [-1.484, 0.789, 0.311], [-0.197, 0.747, -1.391], [-1.259, 0.387, 1.266], [-0.675, 0.253, 0.745], [-0.279, 0.262, -1.052], [1.571, -0.591, -0.256], [1.929, -0.532, -0.514], [-0.260, 0.241, 0.505], [0.168, -0.167, -0.522], [0.556, 0.402, 0.351], [0.098, 0.034, 0.155], [-0.029, -0.634, -0.168], [0.035, -0.078, 0.115], [-0.283, 0.278, 0.699], [-0.226, 0.002, -0.065], [-0.294, 0.245, 0.204], [0.079, -0.270, 0.607], [0.454, 0.220, 0.492], [0.249, -0.168, -0.453], [-0.548, -0.405, -0.135], [-0.155, 0.181, -0.204], [0.406, 0.107, -0.230], [0.417, -0.187, 0.892], [0.334, 0.128, 0.009], [-0.072, -0.730, -0.267], [-0.447, 0.139, -0.047], [0.071, -0.417, 0.111], [0.570, 0.688, -1.035], [1.084, 1.575, 3.197], [1.276, 0.305, -0.812], [0.770, -3.175, -0.019], [-3.513, 0.891, -1.268], [0.044, -0.777, 0.107], [1.893, -2.432, -0.879], [0.503, 1.417, -2.096], [-0.971, -0.484, -1.393], [-1.446, 2.256, 4.068], [0.113, -1.533, 0.095], [1.851, -1.676, 0.566], [-0.367, 2.975, 0.685], [-0.617, 0.308, -1.349], [-0.968, 0.133, -0.066], [-0.560, -0.939, 0.144], [3.851, 0.299, 2.528], [-1.851, -0.283, -1.198], [-0.244, 1.289, -0.796], [-0.932, -0.084, -0.593]],
  "homo_lumo_gap_ev": 4.28,
  "mol_weight_g_mol": 1317.3,
  "total_charge": 3
}